[1]
ORCA calculation (wB97M-V/def2-TZVPD) on a 2-piece molecular cluster, C6H10O overall.

```
! wB97M-V def2-TZVPD RIJCOSX def2/J DEFGRID3
* xyz 0 1
C -2.0713 -0.0119 0.4474
C -0.9368 0.4197 -0.2703
C 0.1809 1.1902 0.5273
C 1.2129 0.1278 0.2427
C 2.5597 0.2618 -0.3101
O 2.3399 -0.1563 1.0397
C 0.1095 -0.7646 -0.1891
H -2.0051 -0.2854 1.4940
H -3.0232 -0.1805 -0.0514
H -2.0168 -1.9270 -1.0156
H -1.1178 0.8031 -1.2738
H 0.3345 2.1992 0.1391
H -0.0541 1.2331 1.5922
H 2.9363 -0.5033 -0.9891
H 2.9980 1.2547 -0.4266
H -0.1258 -1.6819 0.3508
H -1.3206 -1.9789 -1.3073
*
```

Summary:
Molecular weight (g/mol): 98.145
Orbital gap (spin up / spin down) (eV): 7.9 / 8.2
ΔE to the lowest compared entry with this formula, charge and spin (kcal per mole): 144.8

[2]
ORCA calculation (wB97M-V/def2-TZVPD) on C6H10O2 as an isolated structure.

```
! wB97M-V def2-TZVPD RIJCOSX def2/J DEFGRID3
* xyz 0 1
C 1.3792 1.2750 -0.1894
C 1.3946 -0.0379 -0.0019
C 0.1414 1.9523 -0.0206
C 0.2034 -0.6893 0.5566
C -0.9293 0.2357 -0.0255
C 0.0099 -2.1730 0.2482
O -1.4253 -0.0634 -1.2894
O -1.9502 0.3387 0.8804
H 2.2146 1.7282 -0.6482
H 2.2832 -0.6247 -0.0708
H -0.0410 2.6965 0.8658
H -0.1912 2.6510 -0.8441
H 0.2480 -0.6580 1.5817
H 0.9277 -2.5045 0.7731
H 0.1642 -2.2567 -0.7905
H -1.0043 -2.4106 0.5068
H -0.7055 0.0120 -1.8971
H -2.7195 0.5287 0.3648
*
```

Summary:
Molecular weight (g/mol): 114.144
Orbital gap (eV): 9.3
ΔE to the lowest compared entry with this formula, charge and spin (kcal per mole): 65.5

[3]
ORCA calculation (wB97M-V/def2-TZVPD) on a 2-piece molecular cluster, C6H10O2 overall.

```
! wB97M-V def2-TZVPD RIJCOSX def2/J DEFGRID3
* xyz 0 1
C -0.4595 0.8640 -3.5793
C -0.5340 0.5031 -2.0733
O 0.6761 -0.1000 -1.4927
C -0.4289 -0.8500 -1.5474
O -0.7665 -1.9133 -1.2158
H -1.3870 0.7383 -4.1151
H 0.2240 0.2598 -4.2205
H -0.3512 1.8478 -3.7554
H -0.9265 1.2073 -1.5150
C -0.5567 0.6689 2.1180
C 0.5807 0.1756 2.6521
C 1.0106 -1.2102 3.0859
H -0.6308 1.6655 1.8531
H -1.4284 0.0615 1.8861
H 1.4705 0.7427 2.5395
H 1.7785 -1.3072 3.9213
H 1.5089 -1.5321 2.2716
H 0.2202 -1.8217 3.1870
*
```

Summary:
Molecular weight (g/mol): 114.144
Orbital gap (eV): 10.2
ΔE to the lowest compared entry with this formula, charge and spin (kcal per mole): 81.0

Q: Number 3 is which compound?
A: C6H10O2